Below is an isolated molecule of C5H14N3P, with properties calculated with ωB97M-V/def2-TZVPD.

Output
HOMO: -7.10 eV
SMILES string: CN1CCC[P@](C)(N)=N1

Structure (XYZ):
```
23
Properties=species:S:1:pos:R:3:mulliken_charge:R:1
C 1.37 0.02 -2.21 -0.782
N 0.73 0.93 -1.21 -0.028
C -0.67 0.89 -1.24 -0.417
C -1.39 1.51 -0.03 -0.659
C -1.36 0.42 1.01 -0.776
P 0.41 -0.33 1.03 0.906
C 0.08 -2.09 0.74 -1.316
N 1.35 -0.17 2.39 -0.594
N 1.22 0.68 0.09 -0.849
H 0.83 0.00 -3.18 0.348
H 2.37 0.28 -2.55 0.294
H 1.35 -1.05 -1.92 0.184
H -1.11 -0.17 -1.30 0.145
H -0.90 1.50 -2.19 0.435
H -1.07 2.45 0.39 0.365
H -2.46 1.78 -0.30 0.309
H -1.63 0.85 2.06 0.348
H -2.13 -0.35 0.70 0.313
H 1.10 -2.67 0.56 0.293
H -0.48 -2.31 -0.10 0.425
H -0.45 -2.51 1.54 0.455
H 1.94 0.80 2.44 0.342
H 0.90 -0.43 3.24 0.259
```

Below is a cluster of 2 separate species, CH5NP2 in total, with properties calculated with ωB97M-V/def2-TZVPD.

Output
HOMO (alpha / beta): -7.01 / -7.01 eV

Structure (XYZ):
```
9
Properties=species:S:1:pos:R:3:mulliken_charge:R:1
C -0.42 -1.16 -0.71 -0.860
N 1.40 0.58 -0.48 0.210
P 2.03 1.68 -1.26 -0.147
P 0.65 -0.34 0.62 -0.010
H -0.77 -2.19 -0.46 0.306
H 0.06 -1.13 -1.62 0.279
H -1.48 -0.72 -0.74 0.251
H -0.68 1.96 2.49 0.185
H -0.79 1.32 2.17 -0.216
```

Below is an isolated molecule of C4H6FN, with properties calculated with ωB97M-V/def2-TZVPD.

Output
HOMO: -9.91 eV
SMILES string: C#C[C@@](C)(N)F

Structure (XYZ):
```
12
Properties=species:S:1:pos:R:3:mulliken_charge:R:1
C 2.68 0.01 0.22 0.058
C 1.49 -0.05 0.35 -0.657
C 0.08 -0.33 0.41 0.846
C -0.81 0.84 0.24 -1.181
N -0.38 -1.31 -0.84 -0.639
F -0.16 -0.99 1.57 -0.272
H 3.68 0.11 0.47 0.451
H -1.86 0.45 0.45 0.322
H -0.77 1.82 0.81 0.288
H -1.03 1.21 -0.84 0.274
H -0.34 -0.58 -1.61 0.253
H 0.26 -1.99 -0.90 0.259
```

Below is a structure of composition C3HO3Sc, with properties calculated with ωB97M-V/def2-TZVPD.

Output
HOMO (alpha / beta): -17.83 / -17.88 eV
Charge: +2

Structure (XYZ):
```
8
Properties=species:S:1:pos:R:3:mulliken_charge:R:1
C -0.94 0.71 1.04 0.559
C -0.07 -0.11 1.06 0.317
O -1.77 1.73 1.05 -0.318
H -2.15 1.89 0.18 0.418
O 0.91 -1.02 1.03 -0.184
C 1.50 -1.39 -0.17 0.051
O 0.92 -0.85 -1.15 -0.444
Sc 1.60 -0.95 -3.02 1.601
```

Looking at energy above the lowest of the compared OMol25 structures with the same formula, charge and spin for the records above, in order, we have 14.15, 39.36, 60.29, 99.67 kcal per mole.